1.
DFT (wB97M-V/def2-TZVPD) results for C30H30N4O6S2W as an isolated structure.

The value obtained for the energy above the lowest of the compared OMol25 structures with the same formula, charge and spin is 0.228 eV. The calculation puts the LUMO energy at -7.63 eV. The maximum force comes out at 0.7 eV Å⁻¹. Its HOMO energy is -0.4928 hartree. The gap between HOMO and LUMO is 5.8 eV. As for the total charge: +2.

Element x y z (Å)
W 0.25417 -0.21053 0.14055
O -1.60728 -0.38409 0.39965
C -2.51741 -0.89192 1.23126
C -3.67554 -1.48060 0.74344
C -4.59413 -1.97321 1.65248
C -4.38790 -1.86969 3.03132
C -3.25161 -1.25821 3.50748
C -2.29232 -0.77837 2.60305
C -1.13682 -0.07290 3.05434
N -0.10705 0.26460 2.35376
C 0.85450 1.10940 3.10869
C 2.13765 1.22530 2.32757
N 1.68367 1.40452 0.94961
C 2.03229 2.47885 0.34642
C 1.47514 2.95273 -0.88949
C 2.03739 4.03079 -1.58031
C 1.38805 4.55799 -2.67760
C 0.14741 4.04786 -3.06438
C -0.44269 3.00343 -2.37530
C 0.24013 2.44404 -1.30122
O -0.31363 1.43679 -0.62135
H -3.83964 -1.54154 -0.32418
H -5.49994 -2.43995 1.28715
H -5.13063 -2.25249 3.71754
H -3.08965 -1.14329 4.57311
H -1.14506 0.22150 4.10465
H 1.01861 0.69412 4.10206
H 0.40351 2.09753 3.21178
H 2.74146 0.32995 2.41253
H 2.72340 2.08028 2.65743
H 2.76918 3.12089 0.82705
H 2.97800 4.45173 -1.24430
H 1.82295 5.38704 -3.21940
H -0.36919 4.48709 -3.90801
H -1.41594 2.61491 -2.64480
C 0.60315 -2.79405 2.91025
C -0.15514 -3.22508 1.67744
C -0.73705 -4.50729 1.86083
C -1.50401 -5.08007 0.90759
C -1.71300 -4.37894 -0.29843
C -2.53458 -4.90489 -1.31608
C -2.73580 -4.20791 -2.47467
C -2.09736 -2.97565 -2.65377
C -1.27873 -2.45261 -1.67765
S -0.38219 -1.00328 -2.01799
C -1.08202 -3.12920 -0.45280
N -0.30162 -2.54426 0.53791
H -0.04870 -2.96255 3.76848
H 0.96239 -1.78386 2.92586
H 1.46185 -3.45659 3.03677
H -0.55414 -5.00648 2.80246
H -1.95782 -6.05280 1.05535
H -3.00494 -5.86683 -1.15512
H -3.37036 -4.60383 -3.25597
H -2.23956 -2.42563 -3.57627
O 1.88231 0.08194 -1.17994
S 2.82325 -0.18717 -2.37600
C 2.20702 0.82605 -3.74119
C 2.44269 -0.02658 -4.98143
C 1.92706 -1.42014 -4.62387
C 2.50066 -1.76786 -3.25513
H 2.73129 1.77924 -3.72687
H 1.14415 0.98781 -3.55700
H 3.50603 -0.05587 -5.23181
H 1.92292 0.40663 -5.83484
H 2.22892 -2.16695 -5.35596
H 0.83610 -1.41248 -4.57880
H 3.49787 -2.20624 -3.31589
H 1.87972 -2.40460 -2.63103
O 2.38984 -2.66710 -0.39299
N 2.62036 -2.11794 0.65533
O 3.48998 -2.35192 1.43899
O 1.78667 -1.11251 1.04549


2.
DFT (wB97M-V/def2-TZVPD) results for an isolated ion of composition C4H9Cl2N2 and charge +1 in a non-equilibrium geometry.

The value obtained for the energy above the lowest of the compared OMol25 structures with the same formula, charge and spin is 3.244 eV. The calculation puts the LUMO energy at -3.60 eV. The maximum force comes out at 4.2 eV Å⁻¹. Its HOMO energy is -0.5063 hartree. The gap between HOMO and LUMO is 10.2 eV. As for the total charge: +1.

Element x y z (Å)
C -1.01488 -1.02666 0.32223
C 0.19760 -0.17863 0.16517
N -0.13184 0.96540 -0.82322
C 1.11328 0.44631 1.22176
N 2.40765 0.26657 0.36092
Cl 2.74538 1.70448 -0.59198
C 1.68945 -0.83614 -0.41418
Cl 2.23825 -2.41027 0.30619
H -0.70792 -1.82986 0.84755
H -1.53414 -1.41146 -0.68118
H -1.77614 -0.44951 1.01931
H -0.06278 1.97723 -0.54294
H -1.09143 0.67462 -1.15215
H 0.47588 0.77316 -1.59348
H 0.96569 1.46374 1.49231
H 0.99697 -0.19058 2.16356
H 1.81757 -0.74214 -1.49943


3.
DFT (wB97M-V/def2-TZVPD) results for a 14-piece molecular cluster, C42H84O18 overall in a non-equilibrium geometry.

The value obtained for the energy above the lowest of the compared OMol25 structures with the same formula, charge and spin is 0.218 eV. The calculation puts the LUMO energy at 0.22 eV. The maximum force comes out at 1.6 eV Å⁻¹. Its HOMO energy is -0.3327 hartree. The gap between HOMO and LUMO is 9.3 eV.

Element x y z (Å)
C 7.70647 4.24126 -0.67049
O 6.50471 4.65310 -0.04267
C 5.51038 3.76828 0.01782
O 5.46952 2.72734 -0.58627
O 4.63009 4.22969 0.88682
C 3.33741 3.60715 0.94709
H 7.76416 3.16558 -0.80774
H 8.52872 4.59171 -0.04616
H 7.84177 4.75763 -1.62176
H 2.82444 4.08968 1.77307
H 3.38820 2.54042 1.14434
H 2.83622 3.83210 0.00612
C -4.22560 0.95172 3.29277
O -5.47792 0.49649 2.79273
C -6.22482 1.41641 2.16104
O -5.92695 2.55410 1.92363
O -7.38316 0.81755 1.91128
C -8.40378 1.64614 1.38988
H -3.76083 0.15821 3.86192
H -4.30526 1.82595 3.94538
H -3.56198 1.30434 2.50342
H -8.22257 2.04363 0.38957
H -8.57265 2.54143 1.99530
H -9.32527 1.07055 1.38930
C -7.16224 1.49390 -2.19595
C -6.44447 0.37352 -1.48685
O -7.02865 -0.63270 -1.18048
C -4.96232 0.51285 -1.22010
H -7.19225 2.42026 -1.61443
H -8.21922 1.24070 -2.28909
H -6.73103 1.69674 -3.17481
H -4.55027 -0.43685 -0.89658
H -4.79721 1.30771 -0.48448
H -4.42301 0.90001 -2.08949
C 2.80012 0.98990 -1.93952
C 3.33485 1.12204 -3.36859
O 2.94568 0.36503 -4.22640
C 4.33761 2.21840 -3.59292
H 3.53919 0.49670 -1.30687
H 1.92655 0.35229 -2.07294
H 2.57100 1.96373 -1.51273
H 4.61274 2.30496 -4.64473
H 5.24657 2.03201 -3.02043
H 3.94229 3.18135 -3.26682
C 4.08352 -4.06349 1.62031
C 2.59390 -4.28797 1.56222
O 1.83297 -3.35224 1.50977
C 2.13836 -5.71576 1.32429
H 4.57777 -4.81889 2.23787
H 4.25850 -3.12643 2.15515
H 4.58617 -4.00893 0.65660
H 2.58952 -6.38900 2.05152
H 2.44285 -6.01607 0.32172
H 1.05309 -5.73102 1.41767
C 3.97229 -3.65319 -3.31062
C 3.76165 -2.83701 -2.06541
O 4.69094 -2.30494 -1.49408
C 2.34802 -2.60927 -1.61311
H 4.98204 -3.63219 -3.71716
H 3.36603 -3.19994 -4.10053
H 3.70673 -4.69347 -3.11334
H 2.41679 -1.88626 -0.80829
H 1.92288 -3.55538 -1.26642
H 1.75542 -2.32216 -2.48316
C -1.39683 -0.11462 5.39279
C -0.00732 -0.56635 5.69195
O 0.27379 -1.06001 6.76236
C 1.05687 -0.27470 4.62233
H -1.42578 0.61578 4.58451
H -1.93710 0.31256 6.24005
H -2.01140 -0.97513 5.12224
H 1.88056 0.17646 5.18140
H 0.66497 0.48524 3.95378
H 1.43293 -1.19277 4.17639
C -0.91258 -3.58358 3.56049
C -2.33157 -3.21109 3.16802
O -2.82031 -2.12266 3.34198
C -3.15183 -4.36502 2.66991
H -0.96505 -4.18087 4.47391
H -0.28654 -2.71489 3.75884
H -0.40557 -4.17160 2.79699
H -3.40427 -4.99931 3.52490
H -2.61910 -5.00972 1.97209
H -4.06619 -3.97410 2.22804
C 4.70025 -0.70892 4.11391
C 4.48717 0.35631 3.09503
O 3.93403 1.40401 3.34011
C 4.95412 0.05932 1.67226
H 5.61431 -1.28853 3.97256
H 3.92809 -1.48441 4.02961
H 4.61792 -0.36629 5.14409
H 5.68983 0.84738 1.48433
H 4.21789 0.04460 0.87572
H 5.51784 -0.87537 1.63859
C -4.53464 -3.89930 -2.90221
C -3.94740 -4.04049 -1.50607
O -4.60301 -4.40224 -0.56475
C -2.50122 -3.60419 -1.36488
H -4.07269 -4.55919 -3.63944
H -4.38094 -2.87554 -3.24739
H -5.59908 -4.12694 -2.87933
H -2.40062 -3.22953 -0.34627
H -2.30000 -2.80639 -2.07983
H -1.81048 -4.43056 -1.53312
C 0.72912 3.81163 -3.16306
C -0.49292 3.52645 -3.97264
O -0.53419 3.61612 -5.17616
C -1.72449 3.08906 -3.19333
H 0.85645 3.01202 -2.43429
H 0.56253 4.72309 -2.58446
H 1.60967 3.88368 -3.79817
H -2.38840 2.53891 -3.86230
H -2.24897 4.00804 -2.92031
H -1.51082 2.42552 -2.35923
C -1.60952 -0.19408 0.00726
C -0.68604 0.27707 1.10208
O -1.06296 0.99069 2.00336
C 0.76127 -0.18168 1.03386
H -2.63661 -0.13506 0.35452
H -1.20627 -1.14185 -0.34347
H -1.50555 0.52874 -0.80924
H 1.38584 0.60482 1.45569
H 1.05622 -0.37614 0.00515
H 0.82711 -1.08003 1.64899
C -0.16638 -2.21132 -4.53774
C -0.32136 -0.73359 -4.27190
O -0.56267 -0.27046 -3.18120
C -0.08799 0.17091 -5.46678
H -0.67482 -2.52499 -5.44910
H -0.69319 -2.77191 -3.75918
H 0.89889 -2.43374 -4.51524
H 0.29234 1.13495 -5.14907
H -1.06913 0.32560 -5.92829
H 0.54261 -0.33768 -6.19353
C 0.37600 5.65206 0.52033
C -0.38671 4.34777 0.51023
O 0.04191 3.37640 -0.08046
C -1.51837 4.19945 1.48100
H 1.28688 5.55820 -0.06274
H 0.49310 5.99273 1.54739
H -0.23093 6.41923 0.02454
H -1.90825 3.19871 1.29939
H -2.28085 4.96620 1.35968
H -1.06828 4.19782 2.47539